Record 1
This record from OMol25 describes a molecular structure, C39H51CsN4O2P2S. The level of theory is ωB97M-V with the def2-TZVPD basis set.

Each line ends with the Mulliken charge.
Geometry (Å):
Cs 0.99 1.45 -0.51  1.89
C 2.43 3.94 1.00  -0.44
C 3.44 3.52 0.11  -0.80
C 3.02 3.82 -1.20  -0.50
C 1.76 4.42 -1.12  -0.75
C 1.39 4.49 0.24  -0.64
H 2.48 3.90 2.08  0.47
H 4.40 3.11 0.39  0.64
H 3.60 3.67 -2.10  0.46
H 1.18 4.79 -1.96  0.39
H 0.49 4.94 0.63  0.37
C -2.30 1.89 4.92  -1.64
C -1.25 1.92 3.81  0.87
C -0.77 3.35 3.54  -1.59
P -1.51 1.14 2.14  0.81
C -2.75 2.15 1.18  0.93
C -3.14 1.42 -0.11  -1.50
C -4.01 2.66 1.89  -1.54
C -2.31 -0.49 2.45  0.34
C -3.46 -0.53 3.25  -1.05
C -4.02 -1.71 3.70  -1.33
C -3.42 -2.91 3.38  -1.05
C -2.32 -2.92 2.55  -0.83
C -1.78 -1.73 2.06  0.23
N -0.69 -1.83 1.13  2.07
C 0.03 -3.06 0.88  -0.79
C -0.69 -3.98 0.12  0.36
C -0.16 -5.21 -0.21  -0.98
C 1.12 -5.53 0.22  -0.68
C 1.85 -4.59 0.93  -0.74
C 1.35 -3.33 1.28  -0.02
P 2.69 -2.36 2.12  -0.37
C 2.64 -0.59 1.55  3.10
C 4.08 -0.16 1.27  -1.63
C 1.97 0.43 2.47  0.02
C 2.17 -2.38 3.91  0.54
C 2.71 -3.66 4.54  -1.64
C 0.69 -2.24 4.23  -0.99
H -1.92 2.43 5.79  0.48
H -2.51 0.87 5.23  0.43
H -3.23 2.36 4.63  0.20
H -0.38 1.37 4.18  0.12
H -1.60 4.00 3.24  0.26
H -0.01 3.39 2.76  0.25
H -0.34 3.78 4.45  0.52
H -2.14 3.02 0.90  0.44
H -3.84 0.62 0.12  0.28
H -2.29 0.96 -0.62  0.19
H -3.63 2.12 -0.79  0.50
H -4.66 1.83 2.15  0.26
H -4.58 3.31 1.22  0.47
H -3.79 3.23 2.78  0.25
H -3.92 0.40 3.54  0.53
H -4.91 -1.68 4.33  0.46
H -3.82 -3.85 3.75  0.43
H -1.87 -3.87 2.29  0.40
H -1.69 -3.71 -0.20  0.59
H -0.73 -5.91 -0.80  0.45
H 1.57 -6.48 -0.02  0.46
H 2.87 -4.83 1.21  0.47
H 2.13 -0.61 0.58  -2.09
H 4.67 -0.24 2.19  0.49
H 4.10 0.88 0.93  0.05
H 4.56 -0.79 0.52  0.41
H 2.55 0.54 3.40  0.47
H 0.95 0.14 2.73  -0.52
H 1.93 1.43 2.02  -0.55
H 2.71 -1.53 4.34  0.52
H 2.23 -4.54 4.10  0.32
H 2.49 -3.67 5.61  0.46
H 3.78 -3.76 4.40  0.41
H 0.13 -3.10 3.84  0.16
H 0.23 -1.34 3.81  -0.14
H 0.54 -2.22 5.31  0.54
O 0.16 -1.02 -0.68  -0.28
N -0.73 -0.93 0.16  -0.38
O 2.57 -2.32 -1.94  -0.64
H 2.89 -3.00 -1.33  0.32
H 1.70 -2.08 -1.60  0.24
S 1.29 0.02 -7.92  -0.14
C 1.08 0.28 -6.18  0.07
C 1.86 1.21 -5.51  -0.31
C 1.67 1.37 -4.14  -0.26
N 0.79 0.68 -3.44  0.13
C 0.07 -0.23 -4.08  -0.67
C 0.17 -0.47 -5.44  -0.69
C -0.25 0.70 -8.48  0.25
C -0.61 2.02 -8.22  -0.25
C -1.82 2.48 -8.71  -0.36
N -2.66 1.74 -9.42  -0.58
C -2.31 0.49 -9.66  -0.30
C -1.13 -0.09 -9.21  -0.18
H 2.58 1.81 -6.04  0.47
H 2.27 2.10 -3.60  0.21
H -0.63 -0.81 -3.48  0.54
H -0.45 -1.22 -5.92  0.41
H 0.05 2.68 -7.66  0.40
H -2.12 3.51 -8.52  0.35
H -3.01 -0.11 -10.24  0.35
H -0.91 -1.12 -9.42  0.39

2S+1: 1
E_tot: -81283.6870 eV
LUMO energy: -0.4 eV
ΔE to the lowest compared entry with this formula, charge and spin: 98.1 kJ/mol
Orbital gap: 5.85 eV

=====

Record 2
This record from OMol25 describes a molecular structure, C39H51F6KN5O7P2S. The level of theory is ωB97M-V with the def2-TZVPD basis set.

Each line ends with the Mulliken spin population.
Geometry (Å):
K -1.49 -0.15 1.79  0.01
N -3.63 -1.03 0.43  0.00
C -3.79 -2.50 0.47  0.00
C -2.62 -3.28 1.09  0.00
O -2.55 -4.49 0.77  0.00
N -1.88 -2.60 1.96  0.00
C -0.93 -3.44 2.67  0.00
C 0.47 -2.91 2.82  0.04
O 1.34 -3.38 3.49  0.00
O 0.69 -1.75 2.04  -0.10
H -3.54 -0.69 1.38  0.00
H -4.49 -0.62 0.10  0.00
H -3.93 -2.88 -0.54  0.00
H -4.67 -2.81 1.05  0.00
H -0.83 -4.42 2.17  0.00
H -1.27 -3.66 3.69  0.00
O -2.51 3.52 3.79  0.00
C -1.88 2.91 2.77  0.00
O -2.42 2.07 2.09  0.00
C -0.45 3.34 2.57  0.00
C 0.03 4.51 3.11  0.00
C 1.35 4.85 2.82  0.00
C 2.10 4.01 2.02  0.00
C 1.52 2.84 1.52  0.02
N 0.27 2.50 1.81  0.00
C 2.35 1.95 0.57  -0.04
O 3.44 2.44 0.23  0.00
O 1.77 0.91 0.18  0.01
H -3.32 2.98 3.93  0.00
H -0.61 5.13 3.72  0.00
H 1.78 5.77 3.22  0.00
H 3.12 4.22 1.75  0.00
S 6.31 -0.13 2.58  0.00
C 4.62 -0.55 2.36  0.33
C 3.62 -0.05 3.25  -0.01
C 2.33 -0.44 3.13  0.19
N 2.00 -1.31 2.11  0.23
C 2.91 -1.82 1.23  0.21
C 4.21 -1.45 1.34  0.02
C 6.84 -1.37 3.76  0.03
C 7.15 -2.66 3.36  0.00
C 7.52 -3.60 4.31  0.00
N 7.61 -3.34 5.62  0.01
C 7.32 -2.10 6.00  0.00
C 6.93 -1.09 5.12  0.02
H 3.88 0.66 4.02  0.01
H 1.52 -0.08 3.74  0.01
H 2.51 -2.47 0.45  -0.01
H 4.91 -1.82 0.61  0.01
H 7.10 -2.93 2.31  0.00
H 7.76 -4.62 4.01  0.00
H 7.38 -1.90 7.06  0.00
H 6.70 -0.10 5.48  0.00
F -2.53 0.09 3.93  0.00
P -3.91 0.12 4.82  0.00
F -5.27 0.17 5.68  0.00
F -4.36 1.52 4.08  0.00
F -3.14 1.00 5.93  0.00
F -4.64 -0.69 3.65  0.00
F -3.46 -1.23 5.55  0.00
C -3.99 -1.56 -5.29  0.00
C -3.66 -2.41 -4.07  0.00
C -2.34 -1.94 -3.45  0.00
C -2.15 -0.39 -3.51  0.00
C -3.53 0.29 -3.58  0.00
C -4.29 -0.11 -4.86  0.00
P -1.18 0.14 -2.02  0.00
C -1.07 2.01 -2.12  0.00
C -2.14 2.68 -1.25  0.00
C -1.77 4.15 -0.97  0.00
C -1.15 4.84 -2.21  0.00
C -1.56 4.12 -3.49  0.00
C -0.98 2.69 -3.51  0.00
C 0.56 -0.32 -2.47  0.00
C 0.89 -1.74 -1.95  0.01
C 2.33 -2.09 -2.32  0.01
C 2.49 -2.22 -3.85  0.00
C 1.39 -1.45 -4.61  0.00
C 1.08 -0.12 -3.92  0.00
H -4.84 -1.97 -5.85  0.00
H -3.14 -1.58 -5.98  0.00
H -3.58 -3.47 -4.34  0.00
H -4.47 -2.33 -3.34  0.00
H -1.51 -2.42 -3.97  0.00
H -2.29 -2.27 -2.41  0.00
H -1.60 -0.13 -4.43  0.00
H -3.42 1.37 -3.56  0.00
H -4.10 0.01 -2.69  0.00
H -4.02 0.58 -5.67  0.00
H -5.36 0.01 -4.69  0.00
H -0.12 2.16 -1.60  0.00
H -2.23 2.15 -0.30  0.00
H -3.12 2.63 -1.73  0.00
H -1.07 4.19 -0.14  0.00
H -2.67 4.69 -0.66  0.00
H -0.05 4.81 -2.14  0.00
H -1.43 5.89 -2.24  0.00
H -1.21 4.66 -4.37  0.00
H -2.65 4.09 -3.55  0.00
H 0.06 2.75 -3.82  0.00
H -1.50 2.11 -4.28  0.00
H 1.12 0.34 -1.80  0.00
H 0.20 -2.50 -2.35  0.00
H 0.75 -1.74 -0.86  -0.01
H 2.64 -3.02 -1.83  0.00
H 2.97 -1.29 -1.93  0.00
H 2.46 -3.27 -4.15  0.00
H 3.47 -1.83 -4.15  0.00
H 0.48 -2.05 -4.65  0.00
H 1.70 -1.27 -5.64  0.00
H 0.37 0.45 -4.53  0.00
H 2.00 0.48 -3.89  0.00

2S+1: 2
E_tot: -125106.6399 eV
Charge: -2
LUMO energy (spin up / spin down): 3.9 / 3.9 eV
<S²>: 0.765
ΔE to the lowest compared entry with this formula, charge and spin: 220.5 kJ/mol
Orbital gap (spin up / spin down): 5.29 / 6.91 eV

=====

Record 3
This record from OMol25 describes a molecular structure, C39H51N4O9SiV. The level of theory is ωB97M-V with the def2-TZVPD basis set.

Each line ends with the Mulliken spin population.
Geometry (Å):
V 0.20 0.37 -0.45  0.95
O -0.74 -1.49 -3.68  0.02
C -0.96 -1.09 -2.56  -0.01
O -0.09 -0.70 -1.71  -0.02
C -2.36 -1.09 -1.94  0.00
C -2.37 -2.20 -0.86  0.00
C -3.76 -2.45 -0.26  0.00
C -3.86 -1.38 0.84  0.00
C -2.43 -0.79 0.85  0.02
O -1.61 -1.77 0.27  0.01
C -2.70 0.31 -1.36  0.00
C -1.79 1.39 -2.08  0.00
O -2.16 1.92 -3.10  0.01
O -0.71 1.66 -1.45  0.00
H -3.05 -1.37 -2.74  0.00
H -1.90 -3.11 -1.25  0.00
H -3.79 -3.45 0.18  0.00
H -4.56 -2.39 -1.00  0.00
H -4.08 -1.83 1.80  0.00
H -4.60 -0.62 0.63  0.00
H -2.06 -0.57 1.86  0.00
H -4.09 1.27 -2.65  0.00
N 0.55 -0.63 2.83  0.01
C 0.98 -1.94 2.86  -0.01
C 1.10 -2.61 4.06  0.00
C 1.51 -3.95 4.11  0.00
C 1.80 -4.62 2.95  0.00
C 1.67 -3.97 1.71  0.00
C 1.97 -4.63 0.50  0.00
C 1.88 -3.94 -0.68  0.00
C 1.50 -2.59 -0.65  0.02
N 1.18 -1.94 0.45  -0.01
C 1.26 -2.61 1.64  0.02
H 0.74 -0.09 3.66  0.00
H 0.78 -0.17 1.95  -0.01
H 0.88 -2.09 4.98  0.00
H 1.60 -4.44 5.06  0.00
H 2.13 -5.64 2.97  0.00
H 2.27 -5.67 0.53  0.00
H 2.11 -4.41 -1.62  0.00
H 1.50 -2.03 -1.57  0.00
C -5.17 1.20 -0.85  0.01
C -4.97 1.86 0.30  0.00
C -3.71 2.21 0.87  0.01
C -2.49 1.64 0.72  -0.01
N -2.25 0.41 0.03  -0.03
C -4.17 0.61 -1.77  0.00
C -1.31 2.26 1.32  0.02
C -1.40 3.42 2.11  -0.01
C -0.28 4.00 2.65  0.01
C 0.94 3.39 2.42  -0.01
C 0.98 2.25 1.65  0.03
N -0.11 1.69 1.09  0.00
H -6.18 1.11 -1.21  0.00
H -5.84 2.26 0.81  0.00
H -3.78 3.08 1.49  0.00
H -4.64 -0.30 -2.15  0.00
H -2.36 3.89 2.29  0.00
H -0.36 4.90 3.24  0.00
H 1.85 3.79 2.84  0.00
H 1.92 1.75 1.46  0.01
C 1.65 1.45 -3.70  0.00
C 2.80 2.40 -3.41  0.00
C 2.35 3.85 -3.58  0.00
C 4.00 2.09 -4.29  0.00
O 3.21 2.27 -2.04  0.00
Si 3.33 1.02 -1.04  0.01
O 1.77 0.73 -0.47  -0.05
O 3.73 -0.36 -1.78  0.00
C 4.74 -1.37 -1.66  0.00
C 4.75 -1.91 -0.23  0.00
C 6.11 -0.78 -1.99  0.00
C 4.39 -2.44 -2.70  0.00
O 4.19 1.38 0.27  0.00
C 5.09 2.44 0.62  0.00
C 5.88 2.92 -0.59  0.00
C 4.26 3.59 1.18  0.00
C 6.02 1.88 1.69  0.00
H 1.36 1.51 -4.75  0.00
H 0.78 1.72 -3.09  0.00
H 1.94 0.43 -3.47  0.00
H 2.06 4.03 -4.61  0.00
H 3.16 4.53 -3.32  0.00
H 1.50 4.06 -2.93  0.00
H 3.74 2.24 -5.33  0.00
H 4.30 1.05 -4.15  0.00
H 4.84 2.73 -4.04  0.00
H 5.27 -1.21 0.43  0.00
H 5.26 -2.88 -0.19  0.00
H 3.74 -2.03 0.13  0.00
H 6.36 0.00 -1.27  0.00
H 6.12 -0.35 -2.99  0.00
H 6.86 -1.56 -1.93  0.00
H 3.33 -2.66 -2.67  0.00
H 4.95 -3.35 -2.51  0.00
H 4.63 -2.08 -3.70  0.00
H 5.20 3.30 -1.35  0.00
H 6.46 2.11 -1.03  0.00
H 6.56 3.72 -0.29  0.00
H 3.45 3.83 0.49  0.00
H 4.88 4.48 1.32  0.00
H 3.84 3.30 2.14  0.00
H 6.70 1.15 1.27  0.00
H 5.43 1.39 2.47  0.00
H 6.60 2.68 2.14  0.00

2S+1: 2
E_tot: -99226.4584 eV
Charge: +1
LUMO energy (spin up / spin down): -3.6 / -3.6 eV
<S²>: 0.757
ΔE to the lowest compared entry with this formula, charge and spin: 242.4 kJ/mol
Orbital gap (spin up / spin down): 6.73 / 6.74 eV

=====

Record 4
This record from OMol25 describes 5 unconnected molecules or ions with the total composition C39H51N5O13P. The level of theory is ωB97M-V with the def2-TZVPD basis set.

Each line ends with the Mulliken spin population.
Geometry (Å):
C -1.18 -4.82 0.31  0.00
O -0.35 -5.49 1.23  0.00
C -0.13 -4.85 2.47  0.00
C 1.34 -4.46 2.69  0.00
C 1.50 -3.05 3.27  0.00
C 1.39 -1.94 2.22  0.00
C 1.08 -0.59 2.87  0.00
C 1.08 0.67 1.96  -0.02
P 0.59 1.99 3.15  0.00
O 1.22 1.82 4.47  0.00
O 0.91 3.39 2.46  0.00
O -1.02 2.10 3.14  0.00
C 2.52 0.99 1.49  0.02
C 2.78 0.96 -0.03  -0.03
C 2.82 -0.47 -0.61  0.01
C 4.11 1.63 -0.32  0.01
N 1.69 1.70 -0.75  0.47
O 1.96 2.85 -1.21  0.49
C 0.25 1.40 -0.46  -0.05
C -0.51 2.74 -0.33  0.00
C -0.35 0.68 -1.67  0.04
C 0.13 0.47 0.77  0.03
H -0.60 -4.16 -0.35  0.00
H -1.95 -4.23 0.80  0.00
H -1.66 -5.58 -0.31  0.00
H -0.77 -3.96 2.56  0.00
H -0.45 -5.55 3.25  0.00
H 1.82 -5.18 3.36  0.00
H 1.84 -4.54 1.73  0.00
H 2.46 -2.97 3.79  0.00
H 0.73 -2.88 4.04  0.00
H 2.34 -1.89 1.67  0.00
H 0.61 -2.22 1.50  0.00
H 1.81 -0.40 3.66  0.00
H 0.11 -0.69 3.38  0.00
H 0.13 3.87 2.16  0.00
H -1.42 1.40 3.68  0.00
H 2.84 1.96 1.85  0.00
H 3.21 0.26 1.93  0.00
H 3.20 -0.43 -1.63  0.00
H 3.50 -1.09 -0.01  0.00
H 1.85 -0.96 -0.64  0.00
H 4.92 0.98 0.02  0.00
H 4.20 2.59 0.21  0.01
H 4.24 1.81 -1.38  0.00
H 0.12 3.51 0.11  0.02
H -0.79 3.11 -1.31  0.00
H -1.42 2.59 0.26  0.00
H -1.44 0.69 -1.61  0.00
H -0.05 1.20 -2.59  -0.01
H -0.01 -0.35 -1.74  0.00
H -0.92 0.50 1.08  0.00
H 0.29 -0.55 0.42  0.00
C -5.14 -4.45 -4.92  0.00
C -4.07 -3.58 -4.77  0.00
C -3.67 -3.18 -3.51  0.00
C -4.37 -3.66 -2.42  0.00
C -5.44 -4.53 -2.54  0.00
C -5.83 -4.93 -3.81  0.00
N -3.96 -3.24 -1.07  0.00
O -3.05 -2.44 -0.96  0.00
O -4.56 -3.71 -0.12  0.00
H -5.45 -4.77 -5.91  0.00
H -3.54 -3.22 -5.64  0.00
H -2.84 -2.51 -3.37  0.00
H -5.95 -4.88 -1.66  0.00
H -6.66 -5.60 -3.92  0.00
C -9.54 -4.77 1.64  0.00
C -9.27 -4.23 0.39  0.00
C -8.95 -5.06 -0.67  0.00
C -8.92 -6.42 -0.46  0.00
C -9.18 -6.99 0.77  0.00
C -9.50 -6.15 1.83  0.00
N -8.57 -7.31 -1.58  0.00
O -8.31 -6.78 -2.65  0.00
O -8.56 -8.50 -1.38  0.00
H -9.79 -4.12 2.47  0.00
H -9.30 -3.16 0.25  0.00
H -8.74 -4.66 -1.65  0.00
H -9.14 -8.06 0.89  0.00
H -9.71 -6.57 2.80  0.00
C 4.49 5.95 -3.43  0.00
C 4.60 5.03 -2.40  -0.01
C 5.80 4.36 -2.19  0.00
C 6.85 4.62 -3.04  0.00
C 6.77 5.52 -4.08  0.00
C 5.57 6.19 -4.27  0.00
N 8.13 3.90 -2.83  0.00
O 8.17 3.09 -1.92  0.00
O 9.05 4.16 -3.57  0.00
H 3.56 6.48 -3.58  0.00
H 3.76 4.83 -1.75  0.02
H 5.90 3.65 -1.39  0.00
H 7.63 5.70 -4.72  0.00
H 5.48 6.91 -5.08  0.00
C 4.73 5.61 3.52  0.00
C 3.59 5.14 2.87  0.00
C 3.04 5.86 1.82  0.00
C 3.65 7.05 1.45  0.00
C 4.78 7.54 2.07  0.00
C 5.32 6.80 3.12  0.00
N 3.05 7.83 0.35  0.00
O 2.02 7.42 -0.15  0.00
O 3.61 8.86 0.02  0.00
H 5.16 5.04 4.33  0.00
H 3.13 4.22 3.18  0.00
H 2.16 5.52 1.30  0.00
H 5.22 8.47 1.74  0.00
H 6.21 7.17 3.62  0.00

2S+1: 2
E_tot: -84617.2782 eV
LUMO energy (spin up / spin down): -0.8 / -0.8 eV
<S²>: 0.754
Orbital gap (spin up / spin down): 7.30 / 8.85 eV

=====

Question: Look up the E_tot of the first one.
Answer: -81283.6870 eV

=====

Question: Which formula does entry 3 have?
Answer: C39H51N4O9SiV

=====

Question: The lowest E_tot belongs to which entry?
Answer: C39H51F6KN5O7P2S